Below is a cluster of 7 separate species, C13H40O7 in total in a non-equilibrium geometry, with properties calculated with ωB97M-V/def2-TZVPD.

Each line ends with the Mulliken charge.
Atoms and positions in Å:
C1 -7.836687 21.244521 -12.436362  -1.234
C2 -6.837131 20.770496 -13.435278  0.420
C3 -5.682538 19.947927 -12.760662  -1.215
O1 -7.439340 19.810670 -14.191591  -0.498
H1 -7.284582 21.875115 -11.739512  0.341
H2 -8.144354 20.449583 -11.757005  0.304
H3 -8.662257 21.776652 -12.908975  0.368
H4 -6.379724 21.585988 -13.995511  0.242
H5 -4.855473 19.766242 -13.446999  0.312
H6 -6.128889 19.144109 -12.175222  0.303
H7 -5.280954 20.644674 -12.024881  0.356
H8 -8.229556 20.140146 -14.625895  0.299
C4 -4.854244 16.755754 -20.061942  -1.299
C5 -5.769264 15.570759 -20.341866  0.229
C6 -6.956165 15.544523 -19.335289  -1.048
O2 -6.397460 15.640060 -21.617292  -0.533
H9 -4.341003 16.586752 -19.115296  0.370
H10 -5.307166 17.747184 -20.068040  0.364
H11 -4.114051 16.663811 -20.856767  0.349
H12 -5.095250 14.734741 -20.155057  0.318
H13 -7.588587 16.375337 -19.648158  0.268
H14 -6.635295 15.732678 -18.310724  0.340
H15 -7.546589 14.637879 -19.467577  0.291
H16 -6.574480 16.581135 -21.685446  0.350
C7 -4.239872 9.415421 -6.710603  -1.326
C8 -3.960071 10.923063 -6.416223  0.489
C9 -2.506113 11.236223 -5.887181  -1.217
O3 -4.070911 11.741732 -7.613274  -0.547
H17 -5.012096 9.165928 -7.438287  0.362
H18 -4.410655 8.945232 -5.742177  0.364
H19 -3.339828 8.930153 -7.088138  0.339
H20 -4.660789 11.299571 -5.671020  0.234
H21 -2.397787 10.872631 -4.865335  0.369
H22 -2.336553 12.312076 -5.843828  0.316
H23 -1.648601 10.793745 -6.394116  0.313
H24 -3.824374 11.194672 -8.362648  0.304
C10 -7.709588 13.752403 -12.698859  -0.472
O4 -8.646130 14.749762 -12.842068  -0.500
H25 -6.841633 14.117740 -12.149957  0.237
H26 -8.068107 12.932819 -12.076095  0.198
H27 -7.383857 13.358863 -13.661717  0.224
H28 -8.222688 15.610573 -12.877939  0.313
C11 -4.450755 7.905695 -13.865698  -0.589
O5 -4.726960 8.907804 -12.829952  -0.479
H29 -5.353630 7.499642 -14.321827  0.242
H30 -3.840128 8.196682 -14.720414  0.252
H31 -3.992643 6.990265 -13.491254  0.272
H32 -5.601130 8.729717 -12.475420  0.301
C12 -7.795883 17.313778 -6.969991  -0.381
O6 -6.563558 16.873232 -6.317521  -0.520
H33 -7.507992 17.078770 -7.994685  0.216
H34 -8.612663 16.761845 -6.504871  0.200
H35 -7.923839 18.329880 -6.596805  0.182
H36 -6.336009 15.997412 -6.638076  0.303
C13 -10.174582 8.409076 -9.493441  -0.550
O7 -9.299635 7.690001 -10.288584  -0.483
H37 -11.087700 8.678710 -10.024112  0.261
H38 -10.420639 7.905114 -8.558780  0.248
H39 -9.780712 9.401510 -9.274212  0.217
H40 -9.831375 7.022192 -10.727772  0.307

Atoms 1-2, force components in eV/Å:
C 0.882 0.833 1.337
C 1.542 -1.272 1.537

Properties
molar mass = 308.46 g/mol
SMILES string = CC(C)O.CC(C)O.CC(C)O.CO.CO.CO.CO
frontier orbital gap = 0.382 Ha
HOMO level = -10.03 eV
energy relative to the best compared isomer or geometry (same formula, charge and spin) = 3.969 eV